The following is a DFT calculation (the ωB97M-V functional and the def2-TZVPD basis) of a 15-piece molecular cluster, C74H193N15O22 overall in a non-equilibrium geometry.

Last columns: bonded neighbours and bond lengths (Å).
Geometry (Å):
1 C 5.011 3.766 33.015  C2 1.555, H7 1.068, H8 1.087, H9 1.075
2 C 4.400 3.817 31.587  C1 1.555, C3 1.528, N6 1.450, H10 1.113
3 C 4.491 2.500 30.818  C2 1.528, O4 1.398, H11 1.101, H12 1.103
4 O 5.790 2.027 31.026  C3 1.398, C5 1.433
5 C 6.054 0.742 30.449  O4 1.433, H13 1.130, H14 1.094, H15 1.098
6 N 3.045 4.333 31.616  C2 1.450, H16 1.055, H17 1.057
7 H 4.755 4.684 33.497  C1 1.068
8 H 6.092 3.656 32.959  C1 1.087
9 H 4.649 2.929 33.583  C1 1.075
10 H 5.056 4.468 30.966  C2 1.113
11 H 4.154 2.760 29.802  C3 1.101
12 H 3.696 1.844 31.208  C3 1.103
13 H 6.120 0.724 29.321  C5 1.130
14 H 5.287 0.030 30.772  C5 1.094
15 H 7.017 0.334 30.783  C5 1.098
16 H 2.707 4.386 30.618  N6 1.055
17 H 2.404 3.648 32.102  N6 1.057
18 C 5.096 11.899 37.018  C19 1.504, H24 1.094, H25 1.091, H26 1.060
19 C 5.592 10.500 37.262  C18 1.504, C20 1.506, N23 1.441, H27 1.064
20 C 7.048 10.490 37.648  C19 1.506, O21 1.422, H28 1.128, H29 1.083
21 O 7.727 10.886 36.463  C20 1.422, C22 1.405
22 C 9.101 11.174 36.517  O21 1.405, H30 1.085, H31 1.122, H32 1.099
23 N 4.861 9.886 38.340  C19 1.441, H33 1.013, H34 1.013
24 H 4.032 11.874 36.766  C18 1.094
25 H 5.576 12.317 36.132  C18 1.091
26 H 5.318 12.542 37.830  C18 1.060
27 H 5.496 9.884 36.400  C19 1.064
28 H 7.356 9.447 37.949  C20 1.128
29 H 7.150 11.112 38.528  C20 1.083
30 H 9.175 12.192 36.885  C22 1.085
31 H 9.430 11.188 35.444  C22 1.122
32 H 9.711 10.470 37.100  C22 1.099
33 H 3.867 10.074 38.273  N23 1.013
34 H 4.961 8.880 38.274  N23 1.013
35 C 11.311 3.708 37.395  C36 1.509, H41 1.071, H42 1.089, H43 1.135
36 C 12.577 3.796 38.212  C35 1.509, C37 1.543, N40 1.479, H44 1.115
37 C 13.123 5.219 37.974  C36 1.543, O38 1.387, H45 1.064, H46 1.131
38 O 13.466 5.426 36.646  C37 1.387, C39 1.444
39 C 13.729 6.819 36.374  O38 1.444, H47 1.095, H48 1.083, H49 1.089
40 N 12.317 3.637 39.659  C36 1.479, H50 1.009, H51 1.033
41 H 11.557 4.029 36.403  C35 1.071
42 H 10.581 4.324 37.916  C35 1.089
43 H 10.805 2.695 37.311  C35 1.135
44 H 13.364 3.065 37.915  C36 1.115
45 H 13.899 5.431 38.671  C37 1.064
46 H 12.235 5.831 38.315  C37 1.131
47 H 14.067 6.819 35.332  C39 1.095
48 H 14.520 7.179 37.020  C39 1.083
49 H 12.846 7.451 36.459  C39 1.089
50 H 12.072 2.676 39.847  N40 1.009
51 H 11.484 4.196 39.902  N40 1.033
52 C 10.684 8.022 38.729  C53 1.573, H58 1.123, H59 1.082, H60 1.089
53 C 11.634 7.833 39.968  C52 1.573, C54 1.532, N57 1.475, H61 1.105
54 C 11.483 8.964 40.990  C53 1.532, O55 1.408, H62 1.122, H63 1.137
55 O 11.875 10.186 40.411  C54 1.408, C56 1.426
56 C 11.741 11.246 41.356  O55 1.426, H64 1.106, H65 1.122, H66 1.111
57 N 11.358 6.509 40.558  C53 1.475, H67 1.004, H68 1.029
58 H 10.881 9.037 38.291  C52 1.123
59 H 9.675 8.082 39.116  C52 1.082
60 H 10.783 7.291 37.927  C52 1.089
61 H 12.690 7.874 39.647  C53 1.105
62 H 12.091 8.732 41.904  C54 1.122
63 H 10.404 8.942 41.349  C54 1.137
64 H 12.394 10.985 42.210  C56 1.106
65 H 10.682 11.460 41.658  C56 1.122
66 H 12.166 12.132 40.839  C56 1.111
67 H 11.809 6.380 41.445  N57 1.004
68 H 10.341 6.384 40.649  N57 1.029
69 C 13.103 11.571 31.260  C70 1.544, H75 1.106, H76 1.101, H77 1.093
70 C 13.049 10.589 32.451  C69 1.544, C71 1.510, N74 1.486, H78 1.104
71 C 11.699 10.614 33.128  C70 1.510, O72 1.434, H79 1.096, H80 1.083
72 O 11.263 11.889 33.618  C71 1.434, C73 1.404
73 C 11.857 12.610 34.666  O72 1.404, H81 1.066, H82 1.053, H83 1.110
74 N 13.453 9.229 32.010  C70 1.486, H84 1.036, H85 1.058
75 H 12.824 12.598 31.562  C69 1.106
76 H 12.354 11.341 30.487  C69 1.101
77 H 14.120 11.621 30.862  C69 1.093
78 H 13.787 10.892 33.213  C70 1.104
79 H 11.559 9.848 33.899  C71 1.096
80 H 10.861 10.398 32.476  C71 1.083
81 H 11.845 12.083 35.593  C73 1.066
82 H 11.378 13.546 34.721  C73 1.053
83 H 12.917 12.853 34.443  C73 1.110
84 H 14.469 9.239 31.808  N74 1.036
85 H 12.923 8.931 31.144  N74 1.058
86 C 3.357 6.411 35.237  C87 1.550, H92 1.080, H93 1.051, H94 1.094
87 C 3.151 5.949 36.703  C86 1.550, C88 1.490, N91 1.414, H95 1.092
88 C 3.910 4.696 36.972  C87 1.490, O89 1.415, H96 1.128, H97 1.111
89 O 3.183 3.697 36.282  C88 1.415, C90 1.372
90 C 3.936 2.550 36.257  O89 1.372, H98 1.093, H99 1.095, H100 1.116
91 N 3.457 7.021 37.573  C87 1.414, H101 1.027, H102 1.004
92 H 3.009 5.651 34.552  C86 1.080
93 H 4.402 6.467 35.144  C86 1.051
94 H 2.913 7.407 35.156  C86 1.094
95 H 2.107 5.673 36.860  C87 1.092
96 H 4.115 4.438 38.050  C88 1.128
97 H 4.895 4.793 36.467  C88 1.111
98 H 4.041 2.074 37.235  C90 1.093
99 H 4.932 2.786 35.869  C90 1.095
100 H 3.353 1.893 35.568  C90 1.116
101 H 3.204 6.871 38.557  N91 1.027
102 H 3.117 7.905 37.237  N91 1.004
103 C 13.761 8.767 27.873  C104 1.475, H109 1.096, H110 1.097, H111 1.096
104 C 12.346 8.692 27.463  C103 1.475, C105 1.530, N108 1.449, H112 1.153
105 C 11.390 9.104 28.584  C104 1.530, O106 1.440, H113 1.099, H114 1.068
106 O 11.594 8.284 29.750  C105 1.440, C107 1.442
107 C 11.141 6.920 29.639  O106 1.442, H115 1.115, H116 1.100, H117 1.105
108 N 12.185 9.600 26.346  C104 1.449, H118 0.982, H119 1.009
109 H 14.395 8.338 27.089  C103 1.096
110 H 13.998 8.181 28.770  C103 1.097
111 H 14.133 9.798 27.895  C103 1.096
112 H 12.068 7.607 27.193  C104 1.153
113 H 10.304 9.116 28.419  C105 1.099
114 H 11.634 10.101 28.881  C105 1.068
115 H 11.056 6.423 30.633  C107 1.115
116 H 11.898 6.302 29.134  C107 1.100
117 H 10.174 6.902 29.105  C107 1.105
118 H 12.619 9.308 25.515  N108 0.982
119 H 11.246 9.706 25.995  N108 1.009
120 C 8.365 4.662 35.566  C121 1.556, H126 1.095, H127 1.043, H128 1.099
121 C 8.965 6.054 35.920  C120 1.556, C122 1.518, N125 1.477, H129 1.083
122 C 9.927 6.588 34.875  C121 1.518, O123 1.396, H130 1.132, H131 1.080
123 O 9.339 6.855 33.637  C122 1.396, C124 1.439
124 C 10.010 7.911 32.928  O123 1.439, H132 1.087, H133 1.113, H134 1.099
125 N 7.879 6.948 36.370  C121 1.477, H135 1.031, H136 1.032
126 H 9.133 3.917 35.333  C120 1.095
127 H 7.728 4.718 34.741  C120 1.043
128 H 7.698 4.383 36.393  C120 1.099
129 H 9.593 5.858 36.780  C121 1.083
130 H 10.693 5.763 34.749  C122 1.132
131 H 10.436 7.466 35.242  C122 1.080
132 H 9.649 8.834 33.372  C124 1.087
133 H 9.597 7.734 31.910  C124 1.113
134 H 11.101 7.779 32.974  C124 1.099
135 H 8.107 7.951 36.286  N125 1.031
136 H 7.142 6.895 35.652  N125 1.032
137 C 7.531 -5.618 38.036  O138 1.438, H146 1.113, H147 1.078, H148 1.070
138 O 7.872 -5.203 36.703  C137 1.438, C139 1.447
139 C 8.923 -4.209 36.730  O138 1.447, C140 1.505, H149 1.123, H150 1.081
140 C 9.089 -3.782 35.296  C139 1.505, N141 1.444, H151 1.127, H152 1.103
141 N 7.899 -3.270 34.658  C140 1.444, C142 1.436, H153 1.011
142 C 7.239 -2.133 35.234  N141 1.436, C143 1.535, H154 1.093, H155 1.087
143 C 7.705 -0.794 34.646  C142 1.535, O144 1.517, H156 1.095, H157 1.088
144 O 6.969 0.350 35.317  C143 1.517, C145 1.391
145 C 7.538 1.578 34.992  O144 1.391, H158 1.074, H159 1.120, H160 1.091
146 H 7.051 -4.779 38.586  C137 1.113
147 H 8.443 -5.897 38.539  C137 1.078
148 H 6.803 -6.397 37.953  C137 1.070
149 H 9.821 -4.694 37.197  C139 1.123
150 H 8.613 -3.394 37.369  C139 1.081
151 H 9.396 -4.702 34.722  C140 1.127
152 H 9.906 -3.042 35.261  C140 1.103
153 H 7.241 -4.037 34.643  N141 1.011
154 H 7.378 -2.013 36.312  C142 1.093
155 H 6.188 -2.253 34.985  C142 1.087
156 H 7.599 -0.726 33.558  C143 1.095
157 H 8.765 -0.715 34.873  C143 1.088
158 H 7.290 1.913 34.002  C145 1.074
159 H 8.649 1.590 35.136  C145 1.120
160 H 7.257 2.294 35.765  C145 1.091
161 C 8.797 12.243 31.682  O162 1.427, H170 1.075, H171 1.073, H172 1.108
162 O 8.133 11.481 30.675  C161 1.427, C163 1.431
163 C 8.456 10.099 30.853  O162 1.431, C164 1.586, H173 1.079, H174 1.114
164 C 7.770 9.193 29.747  C163 1.586, N165 1.494, H175 1.089, H176 1.123
165 N 7.965 9.683 28.349  C164 1.494, C166 1.454, H177 1.031
166 C 7.018 9.227 27.344  N165 1.454, C167 1.551, H178 1.110, H179 1.113
167 C 7.100 10.171 26.115  C166 1.551, O168 1.426, H180 1.094, H181 1.110
168 O 6.558 11.412 26.564  C167 1.426, C169 1.381
169 C 6.994 12.578 25.966  O168 1.381, H182 1.093, H183 1.074, H184 1.092
170 H 9.862 12.098 31.691  C161 1.075
171 H 8.440 11.993 32.662  C161 1.073
172 H 8.543 13.315 31.571  C161 1.108
173 H 8.126 9.718 31.807  C163 1.079
174 H 9.563 10.004 30.787  C163 1.114
175 H 6.709 9.123 29.982  C164 1.089
176 H 8.162 8.148 29.865  C164 1.123
177 H 7.826 10.703 28.417  N165 1.031
178 H 5.952 9.159 27.646  C166 1.110
179 H 7.240 8.197 26.985  C166 1.113
180 H 6.563 9.862 25.213  C167 1.094
181 H 8.165 10.305 25.832  C167 1.110
182 H 8.067 12.584 25.756  C169 1.093
183 H 6.739 13.404 26.603  C169 1.074
184 H 6.427 12.903 25.091  C169 1.092
185 C 12.325 -0.918 42.334  O186 1.420, H194 1.074, H195 1.130, H196 1.098
186 O 11.671 -1.211 41.108  C185 1.420, C187 1.349
187 C 10.689 -2.118 41.281  O186 1.349, C188 1.542, H197 1.139, H198 1.129
188 C 9.864 -2.093 39.978  C187 1.542, N189 1.470, H199 1.119, H200 1.100
189 N 9.182 -0.792 39.910  C188 1.470, C190 1.451, H201 1.034
190 C 8.548 -0.547 38.628  N189 1.451, C191 1.547, H202 1.103, H203 1.118
191 C 7.740 0.769 38.722  C190 1.547, O192 1.403, H204 1.093, H205 1.109
192 O 8.583 1.824 39.102  C191 1.403, C193 1.450
193 C 7.844 3.006 39.500  O192 1.450, H206 1.085, H207 1.102, H208 1.122
194 H 13.110 -0.256 42.021  C185 1.074
195 H 12.815 -1.855 42.731  C185 1.130
196 H 11.629 -0.452 43.044  C185 1.098
197 H 9.953 -1.930 42.129  C187 1.139
198 H 11.063 -3.162 41.490  C187 1.129
199 H 9.052 -2.862 40.011  C188 1.119
200 H 10.533 -2.367 39.149  C188 1.100
201 H 9.924 -0.093 40.079  N189 1.034
202 H 7.843 -1.386 38.499  C190 1.103
203 H 9.187 -0.555 37.710  C190 1.118
204 H 7.023 0.578 39.525  C191 1.093
205 H 7.184 0.877 37.768  C191 1.109
206 H 6.997 3.195 38.850  C193 1.085
207 H 8.551 3.850 39.495  C193 1.102
208 H 7.493 2.867 40.557  C193 1.122
209 C 4.657 12.496 29.664  O210 1.459, H218 1.087, H219 1.107, H220 1.147
210 O 4.323 11.981 30.988  C209 1.459, C211 1.430
211 C 4.763 12.945 31.947  O210 1.430, C212 1.480, H221 1.075, H222 1.052
212 C 4.344 12.467 33.284  C211 1.480, N213 1.507, H223 1.070, H224 1.096
213 N 4.584 11.008 33.577  C212 1.507, C214 1.425, H225 1.036
214 C 5.944 10.591 33.489  N213 1.425, C215 1.516, H226 1.072, H227 1.115
215 C 6.115 9.085 33.531  C214 1.516, O216 1.447, H228 1.088, H229 1.123
216 O 5.988 8.565 32.187  C215 1.447, C217 1.455
217 C 5.599 7.163 32.218  O216 1.455, H230 1.110, H231 1.086, H232 1.137
218 H 5.721 12.474 29.445  C209 1.087
219 H 4.310 13.547 29.637  C209 1.107
220 H 3.970 11.872 28.991  C209 1.147
221 H 4.271 13.897 31.858  C211 1.075
222 H 5.803 13.088 31.884  C211 1.052
223 H 3.320 12.719 33.466  C212 1.070
224 H 4.882 13.027 34.057  C212 1.096
225 H 4.076 10.551 32.798  N213 1.036
226 H 6.448 10.996 34.343  C214 1.072
227 H 6.549 10.970 32.632  C214 1.115
228 H 5.307 8.695 34.147  C215 1.088
229 H 7.130 8.770 33.894  C215 1.123
230 H 6.312 6.544 32.802  C217 1.110
231 H 5.574 6.755 31.211  C217 1.086
232 H 4.549 7.028 32.632  C217 1.137
233 C 16.773 3.805 40.610  O234 1.368, H242 1.093, H243 1.099, H244 1.073
234 O 17.152 3.588 39.313  C233 1.368, C235 1.422
235 C 16.081 3.124 38.501  O234 1.422, C236 1.638, H245 1.109, H246 1.057
236 C 16.054 1.499 38.301  C235 1.638, N237 1.450, H247 1.069, H248 1.112
237 N 14.922 1.036 37.523  C236 1.450, C238 1.440, H249 1.015
238 C 14.092 -0.059 37.954  N237 1.440, C239 1.491, H250 1.126, H251 1.082
239 C 12.703 -0.011 37.414  C238 1.491, O240 1.374, H252 1.088, H253 1.095
240 O 12.593 -0.307 36.076  C239 1.374, C241 1.507
241 C 11.377 0.416 35.557  O240 1.507, H254 1.092, H255 1.115, H256 1.074
242 H 17.575 4.287 41.176  C233 1.093
243 H 16.435 2.869 41.075  C233 1.099
244 H 15.963 4.498 40.732  C233 1.073
245 H 16.032 3.672 37.538  C235 1.109
246 H 15.197 3.403 39.010  C235 1.057
247 H 15.966 1.090 39.286  C236 1.069
248 H 17.021 1.144 37.882  C236 1.112
249 H 15.003 1.090 36.513  N237 1.015
250 H 14.011 -0.110 39.075  C238 1.126
251 H 14.591 -0.994 37.735  C238 1.082
252 H 12.310 0.990 37.577  C239 1.088
253 H 12.006 -0.606 38.014  C239 1.095
254 H 11.487 1.497 35.671  C241 1.092
255 H 10.510 0.113 36.188  C241 1.115
256 H 11.162 0.072 34.563  C241 1.074
257 C 8.914 13.025 43.461  O258 1.429, H266 1.089, H267 1.070, H268 1.129
258 O 8.149 12.728 42.291  C257 1.429, C259 1.418
259 C 6.757 12.529 42.474  O258 1.418, C260 1.573, H269 1.087, H270 1.085
260 C 6.318 11.766 41.171  C259 1.573, N261 1.464, H271 1.124, H272 1.116
261 N 6.405 10.326 41.424  C260 1.464, C262 1.506, H273 1.005
262 C 7.809 9.781 41.387  N261 1.506, C263 1.521, H274 1.081, H275 1.066
263 C 7.706 8.279 41.174  C262 1.521, O264 1.348, H276 1.137, H277 1.133
264 O 6.902 8.022 40.123  C263 1.348, C265 1.389
265 C 6.755 6.658 39.900  O264 1.389, H278 1.089, H279 1.112, H280 1.082
266 H 9.954 12.894 43.167  C257 1.089
267 H 8.726 12.388 44.300  C257 1.070
268 H 8.795 14.117 43.724  C257 1.129
269 H 6.180 13.450 42.510  C259 1.087
270 H 6.522 12.072 43.430  C259 1.085
271 H 6.863 12.166 40.274  C260 1.124
272 H 5.249 11.932 40.896  C260 1.116
273 H 5.899 9.879 40.680  N261 1.005
274 H 8.413 10.024 42.250  C262 1.081
275 H 8.327 10.216 40.563  C262 1.066
276 H 7.248 7.803 42.100  C263 1.137
277 H 8.752 7.857 41.059  C263 1.133
278 H 6.350 6.072 40.723  C265 1.089
279 H 7.718 6.170 39.634  C265 1.112
280 H 6.026 6.555 39.107  C265 1.082
281 C 12.997 3.307 33.879  O282 1.391, H290 1.117, H291 1.081, H292 1.093
282 O 11.619 3.240 33.700  C281 1.391, C283 1.390
283 C 11.384 2.685 32.447  O282 1.390, C284 1.495, H293 1.158, H294 1.040
284 C 10.029 3.071 31.950  C283 1.495, N285 1.489, H295 1.140, H296 1.103
285 N 9.941 4.467 31.438  C284 1.489, C286 1.420, H297 1.033
286 C 8.582 4.789 31.181  N285 1.420, C287 1.487, H298 1.105, H299 1.099
287 C 8.126 4.149 29.919  C286 1.487, O288 1.429, H300 1.131, H301 1.071
288 O 6.958 4.866 29.516  C287 1.429, C289 1.427
289 C 6.353 4.344 28.333  O288 1.427, H302 1.090, H303 1.069, H304 1.120
290 H 13.414 2.307 34.154  C281 1.117
291 H 13.251 3.924 34.729  C281 1.081
292 H 13.447 3.663 32.949  C281 1.093
293 H 11.542 1.538 32.454  C283 1.158
294 H 12.054 3.100 31.768  C283 1.040
295 H 9.350 2.874 32.845  C284 1.140
296 H 9.734 2.343 31.176  C284 1.103
297 H 10.237 5.057 32.232  N285 1.033
298 H 8.415 5.875 31.066  C286 1.105
299 H 7.881 4.563 31.997  C286 1.099
300 H 7.923 3.046 30.065  C287 1.131
301 H 8.836 4.386 29.152  C287 1.071
302 H 7.054 4.516 27.516  C289 1.090
303 H 5.350 4.673 28.165  C289 1.069
304 H 6.183 3.238 28.377  C289 1.120

HOMO-LUMO gap: 8.6456 eV
Energy relative to the best compared isomer or geometry (same formula, charge and spin): 84.0 kcal per mole
HOMO energy: -8.1 eV
LUMO energy: 0.57 eV
Spin multiplicity: 1